No. 1
{"formula": "CH4NO2", "method": "the ωB97M-V functional and the def2-TZVPD basis", "e_homo_ev": -2.0, "lumo_ev": 4.7, "homo_lumo_gap_ev": 6.7, "de_lowest_kj_mol": 152.2, "total_energy_ha": -245.73963, "total_charge": -1, "species": ["O", "O", "N", "C", "H", "H", "H", "H"], "positions_angstrom": [[0.180, -0.417, 0.347], [-2.060, -0.248, 1.769], [1.543, 0.141, -1.314], [0.348, 0.400, -0.580], [1.912, -0.810, -1.259], [-1.221, -0.208, 1.235], [1.538, 0.488, -2.263], [-2.240, 0.654, 2.065]], "mulliken_charge": [-0.3007, -0.7165, -0.3658, -0.9163, 0.2008, 0.4957, 0.3340, 0.2689]}



No. 2
{"formula": "C3H6N2O", "method": "the ωB97M-V functional and the def2-TZVPD basis", "e_homo_ev": -8.8, "lumo_ev": 0.5, "homo_lumo_gap_ev": 9.3, "de_lowest_kj_mol": 435.2, "total_energy_ha": -302.52735, "total_charge": 0, "species": ["O", "N", "N", "C", "C", "C", "H", "H", "H", "H", "H", "H"], "positions_angstrom": [[1.617, -0.340, 1.439], [1.260, 1.369, -0.133], [-0.474, -1.777, 0.538], [-0.568, -0.537, 0.011], [-1.314, 0.153, -0.771], [1.108, 0.336, 0.594], [-0.698, 1.300, -1.191], [-2.044, 0.019, -1.542], [0.235, 1.631, -0.922], [1.972, 2.050, 0.076], [-1.314, -2.324, 0.635], [0.221, -1.880, 1.266]], "mulliken_charge": [-0.5914, -0.4172, -0.4110, 0.1591, -0.6548, 0.6548, -0.0316, 0.3576, 0.2162, 0.2269, 0.2250, 0.2664]}